<i>
Computed, not measured: one molecule with the formula C5H11OP, with wB97M-V/def2-TZVPD.

```
18
Properties=species:S:1:pos:R:3:lowdin_charge:R:1
C 2.534 -0.270 -0.151 -0.56
C 1.511 -1.099 0.701 -0.29
C -1.071 0.137 -0.042 -0.49
C -1.461 0.542 1.316 -0.10
C -1.501 0.989 -1.158 -0.11
O 2.183 0.983 -0.242 -0.26
P -0.048 -1.236 -0.364 1.03
H 3.437 -0.221 0.309 0.07
H 2.662 -0.664 -1.212 0.10
H 1.827 -2.143 0.734 0.05
H 1.110 -0.806 1.662 0.06
H -0.694 1.295 1.644 0.13
H -1.277 -0.297 1.968 0.06
H -2.471 0.796 1.499 0.08
H -1.162 1.989 -0.971 0.10
H -2.499 1.128 -1.463 0.07
H -1.032 0.592 -2.049 0.05
H 0.244 -0.935 -1.749 0.00
```

Values from the calculation:
LUMO energy (spin up / spin down) (eV): -1.59 / -1.50
Frontier orbital gap (spin up / spin down) (eV): 5.29 / 5.52
HOMO (spin up / spin down) (eV): -6.8817 / -7.0150

<ii>
Computed, not measured: one molecule with the formula C5H11OP, with wB97M-V/def2-TZVPD.

```
18
Properties=species:S:1:pos:R:3:lowdin_charge:R:1
C 1.809 0.088 0.341 -0.05
C 0.468 -0.506 0.270 -0.74
C 0.301 -1.892 -0.370 -0.05
O -0.113 -0.428 1.507 -0.11
C -0.727 0.422 0.141 -0.45
C -0.454 1.896 0.109 -0.06
P -2.318 -0.579 -0.020 0.90
H 2.576 -0.730 0.253 0.09
H 1.980 0.761 1.206 0.09
H 2.034 0.757 -0.650 0.14
H 1.358 -2.109 -0.666 0.08
H -0.402 -1.746 -1.317 0.08
H -0.150 -2.509 0.328 0.05
H -1.255 2.399 0.524 0.05
H -0.178 2.198 -0.821 0.05
H 0.400 2.129 0.825 0.11
H -2.068 -0.575 -1.530 -0.04
H -3.260 0.421 -0.132 -0.14
```

Values from the calculation:
LUMO energy (eV): 0.85
Frontier orbital gap (eV): 10.23
HOMO (eV): -9.3862
SMILES: CC1(C)O[C@]1(C)P

It is <i> that is the least stable of them.

<i>
Computed, not measured: one molecule with the formula C2H6O3S, with wB97M-V/def2-TZVPD.

```
12
Properties=species:S:1:pos:R:3:lowdin_charge:R:1
C -0.951 -1.164 0.117 -0.18
C -0.054 -0.047 -0.174 -0.41
O 1.991 -1.773 0.016 -0.45
O 2.973 1.641 0.155 -0.10
O 2.444 0.616 -0.654 -0.36
S 1.614 -0.480 0.510 1.01
H -0.344 -1.905 -0.437 0.06
H -1.133 -1.490 1.208 0.11
H -1.922 -1.221 -0.535 0.12
H -0.171 0.918 0.163 0.06
H -0.064 0.096 -1.218 0.09
H 3.790 1.706 -0.272 0.06
```

Values from the calculation:
LUMO energy (eV): 0.65
Frontier orbital gap (eV): 10.39
HOMO (eV): -9.7446

<ii>
Computed, not measured: a 2-piece molecular cluster, C2H6O3S overall, with wB97M-V/def2-TZVPD.

```
12
Properties=species:S:1:pos:R:3:lowdin_charge:R:1
O 2.096 0.310 0.877 0.05
C 1.340 -0.245 0.067 -0.54
O 0.000 0.000 0.000 0.07
C 1.741 -1.370 -0.871 -0.51
S 2.843 -2.632 -0.202 0.73
H -0.331 0.646 0.682 0.15
H 0.831 -1.821 -1.311 0.09
H 2.255 -0.803 -1.670 0.06
H 3.836 -1.718 -0.182 -0.12
O 2.340 0.586 -3.643 -0.08
H 2.514 1.471 -4.034 0.06
H 3.109 0.037 -3.918 0.05
```

Values from the calculation:
LUMO energy (eV): 0.47
Frontier orbital gap (eV): 9.78
HOMO (eV): -9.3107
SMILES: O=C(O)CS.O

<iii>
Computed, not measured: a 2-piece molecular cluster, C2H6O3S overall, with wB97M-V/def2-TZVPD.

```
12
Properties=species:S:1:pos:R:3:lowdin_charge:R:1
C -0.602 0.146 -2.007 0.02
C -0.701 -0.089 -0.463 -0.68
O -0.281 -1.027 0.141 0.06
O -1.149 0.995 0.083 -0.37
S -0.812 1.355 1.826 0.88
H -0.571 1.243 -1.995 0.07
H 0.370 -0.403 -2.331 0.12
H -1.444 -0.234 -2.630 0.09
H -0.337 0.150 1.947 -0.18
O 1.545 -0.686 2.044 -0.08
H 2.082 0.031 1.784 0.01
H 1.899 -1.483 1.603 0.07
```

Values from the calculation:
LUMO energy (eV): -0.06
Frontier orbital gap (eV): 9.46
HOMO (eV): -9.5190
SMILES: CC(=O)OS.O

It is <i> that is the least stable of them.

<i>
Computed, not measured: an isolated ion of composition C8H14NO and charge +1, with wB97M-V/def2-TZVPD.

```
24
Properties=species:S:1:pos:R:3:lowdin_charge:R:1
C -0.602 -1.712 0.598 0.15
C -0.197 -0.464 0.315 -0.15
N -1.139 0.632 0.074 -0.20
C -1.637 0.682 -1.358 0.03
C -2.311 0.638 0.941 0.00
C 1.329 -0.037 0.021 -0.30
C 1.546 1.327 -0.035 -0.18
O 0.773 2.275 -0.045 0.08
C 2.223 -1.014 -0.762 -0.01
C 2.370 -0.954 0.689 -0.03
H -1.633 -1.804 0.809 0.06
H 0.108 -2.489 0.745 0.08
H -0.684 1.612 0.085 0.13
H -0.799 0.438 -2.053 0.13
H -2.479 0.006 -1.525 0.11
H -1.874 1.718 -1.561 0.11
H -2.855 -0.258 0.621 0.10
H -1.970 0.608 1.998 0.13
H -2.819 1.585 0.667 0.13
H 2.629 1.389 -0.101 0.15
H 2.999 -0.500 -1.204 0.10
H 1.714 -1.792 -1.295 0.13
H 2.160 -1.668 1.500 0.14
H 3.149 -0.218 0.877 0.11
```

Values from the calculation:
Charge: +1
LUMO energy (eV): -3.09
Frontier orbital gap (eV): 10.88
HOMO (eV): -13.9668
SMILES: C=C([NH+](C)C)C1(C=O)CC1

<ii>
Computed, not measured: a 2-piece molecular cluster, C8H14NO overall, with wB97M-V/def2-TZVPD.

```
24
Properties=species:S:1:pos:R:3:lowdin_charge:R:1
C -0.585 -2.963 -1.525 -0.01
N -1.164 -2.988 -0.138 0.16
H -0.855 -2.100 0.284 0.12
H -2.165 -3.181 -0.093 0.18
H -0.642 -3.712 0.364 0.17
H -0.872 -2.064 -2.066 0.10
H -0.846 -3.836 -2.104 0.10
H 0.488 -2.850 -1.392 0.09
C -0.008 3.732 -0.533 -0.04
C 0.537 -0.206 1.117 -0.34
C 1.050 0.153 -0.120 -0.04
C -0.136 0.739 1.863 -0.01
C 0.980 1.469 -0.582 -0.03
C -0.292 2.030 1.357 -0.02
C 0.232 2.410 0.127 -0.27
O 0.683 -1.527 1.549 -0.01
H 1.602 -1.802 1.408 0.12
H 1.670 -0.563 -0.653 0.11
H -0.413 0.585 2.894 0.12
H 1.570 1.723 -1.451 0.12
H -0.777 2.751 2.001 0.12
H 0.912 4.039 -1.048 0.09
H -0.268 4.573 0.101 0.08
H -0.704 3.589 -1.361 0.09
```

Values from the calculation:
Charge: +1
LUMO energy (eV): -3.42
Frontier orbital gap (eV): 8.57
HOMO (eV): -11.9894

It is <i> that is the least stable of them.

<i>
Computed, not measured: a 8-piece molecular cluster, H17O8 overall, with wB97M-V/def2-TZVPD.

```
25
Properties=species:S:1:pos:R:3:lowdin_charge:R:1
O -0.122 1.178 -0.161 0.15
H -0.394 0.688 0.688 0.09
H -0.905 1.471 -0.762 0.11
H 0.400 0.479 -0.661 0.10
O 0.680 -0.270 -2.405 -0.05
H 1.259 -0.938 -2.101 -0.08
H 1.150 -0.048 -3.254 0.11
O 2.316 -2.100 -1.716 -0.05
H 1.712 -2.147 -0.934 0.04
H 3.150 -1.610 -1.498 0.10
O -2.254 1.245 -1.754 0.01
H -2.916 1.890 -1.468 0.08
H -2.663 0.456 -1.436 0.06
O 0.064 -1.698 0.328 -0.02
H -0.366 -2.435 -0.080 0.07
H 0.104 -2.056 1.236 0.07
O 2.517 0.366 0.954 -0.02
H 2.947 0.751 1.710 0.05
H 2.476 -0.573 1.082 0.01
O -2.362 1.872 1.148 -0.01
H -2.650 1.898 2.045 0.05
H -3.164 1.691 0.674 0.04
O -0.274 0.105 2.425 -0.02
H -0.463 0.598 3.203 0.06
H -0.239 -0.803 2.730 0.06
```

Values from the calculation:
Charge: +1
LUMO energy (eV): -3.37
Frontier orbital gap (eV): 11.28
HOMO (eV): -14.6528

<ii>
Computed, not measured: a 8-piece molecular cluster, H17O8 overall, with wB97M-V/def2-TZVPD.

```
25
Properties=species:S:1:pos:R:3:lowdin_charge:R:1
O 0.491 0.487 0.315 0.18
H -0.022 -0.094 -0.423 0.16
H 1.364 0.785 0.067 0.09
H 0.499 0.042 1.152 0.06
O 0.401 -2.575 -0.693 -0.05
H 0.900 -2.728 -1.458 0.03
H 0.330 -3.458 -0.130 0.16
O 2.882 1.833 0.658 -0.09
H 3.054 1.093 1.283 0.06
H 3.451 2.674 0.558 0.13
O 0.105 0.239 -2.147 -0.09
H 1.043 0.324 -2.770 0.23
H -0.241 -0.509 -2.593 0.04
O -1.180 -1.104 0.719 0.00
H -1.578 -1.503 1.606 0.19
H -0.665 -1.722 0.508 -0.13
O -3.357 0.122 -0.324 0.04
H -2.906 -0.386 0.160 -0.14
H -4.139 0.615 -0.087 0.06
O 1.102 -0.283 2.918 0.00
H 1.272 -1.179 3.155 0.05
H 0.506 -0.087 3.644 0.08
O -1.298 2.696 -2.375 -0.08
H -0.871 3.046 -1.646 -0.03
H -1.145 1.668 -2.104 0.07
```

Values from the calculation:
Charge: +1
LUMO energy (eV): -3.61
Frontier orbital gap (eV): 9.61
HOMO (eV): -13.2228

It is <ii> that is the least stable of them.